# 1
This record from OMol25 describes an isolated molecule of C18H32N2O6 at a distorted geometry. The level of theory is the ωB97M-V functional and the def2-TZVPD basis.

The SMILES is CCOC(=O)CNC(=O)[C@@H]1CCCN(C(=O)[C@@H](O)[C@@H](OC)C(C)C)CC1. Its molar mass is 372.5 g/mol. Its multiplicity is 1. The net charge is 0. For the energy above the lowest of the compared OMol25 structures with the same formula, charge and spin, the calculation gives 79.71 kJ/mol. The LUMO energy comes out at 0.0180 Ha.

Each line ends with the Mulliken charge.
CARTESIAN COORDINATES (ANGSTROEM)
O (-3.201, 6.781, 1.034)  -0.60
O (-0.362, 2.899, -0.422)  -0.69
O (2.202, -3.634, 0.625)  -0.61
O (-0.342, -2.722, 0.006)  -0.67
O (-3.623, 4.916, 2.300)  -0.25
O (3.741, -3.779, -1.798)  -0.37
N (-1.405, 3.619, 1.431)  -0.18
N (0.405, -0.763, -0.855)  0.30
C (-0.804, 1.233, 1.273)  1.06
C (2.044, -2.626, -0.380)  0.28
C (1.861, -4.466, -3.934)  -1.59
C (-0.838, 2.662, 0.685)  -0.26
C (-5.499, 4.336, 3.674)  -1.19
C (4.847, -2.933, -1.506)  -0.79
C (0.605, -2.022, -0.369)  -0.23
C (1.309, -5.521, -1.701)  -1.56
C (2.444, -3.170, -1.795)  -0.18
C (-1.586, 0.205, 0.402)  -1.34
C (-1.538, 5.037, 1.026)  -0.48
C (1.762, 0.793, 0.645)  -0.64
C (-2.881, 5.667, 1.449)  0.42
C (1.418, 0.298, -0.778)  -1.06
C (0.624, 0.777, 1.699)  -1.46
C (1.467, -4.190, -2.468)  0.97
C (-4.884, 5.389, 2.748)  -0.21
C (-0.955, -0.206, -0.948)  -1.06
H (-1.778, 3.365, 2.333)  0.33
H (-0.736, 5.630, 1.465)  0.30
H (0.937, 1.355, 2.570)  0.49
H (2.116, -4.488, 0.188)  0.54
H (2.343, -0.088, -1.207)  0.33
H (-4.766, 6.336, 3.278)  0.32
H (4.847, -2.612, -0.464)  0.27
H (-6.472, 4.663, 4.040)  0.38
H (2.168, 1.802, 0.558)  0.44
H (-5.640, 3.389, 3.152)  0.31
H (1.136, -5.114, -4.428)  0.42
H (5.773, -3.482, -1.675)  0.31
H (-0.985, 0.581, -1.705)  0.51
H (-2.598, 0.571, 0.223)  0.46
H (0.536, -0.234, 2.103)  0.40
H (1.917, -3.544, -4.514)  0.39
H (4.863, -2.051, -2.149)  0.32
H (2.273, -6.002, -1.528)  0.30
H (-1.596, -0.984, -1.370)  0.42
H (2.587, 0.199, 1.041)  0.39
H (2.490, -2.307, -2.463)  0.51
H (-1.455, 5.168, -0.055)  0.35
H (-1.371, 1.276, 2.204)  0.79
H (0.477, -3.732, -2.507)  0.20
H (0.689, -6.226, -2.257)  0.45
H (1.182, 1.104, -1.477)  0.56
H (2.737, -1.845, -0.083)  0.23
H (-1.735, -0.703, 0.990)  0.44
H (-5.543, 5.571, 1.896)  0.32
H (0.817, -5.379, -0.739)  0.32
H (2.835, -4.954, -3.999)  0.30
H (-4.862, 4.153, 4.539)  0.31

=====

# 2
This record from OMol25 describes an isolated molecule of C5H11NO at a distorted geometry. The level of theory is the ωB97M-V functional and the def2-TZVPD basis.

The SMILES is CC[C@@H](C)NC=O. Its molar mass is 101.1 g/mol. Its multiplicity is 1. The net charge is 0. For the energy above the lowest of the compared OMol25 structures with the same formula, charge and spin, the calculation gives 65.71 kJ/mol. The LUMO energy comes out at 0.0364 Ha.

Each line ends with the Mulliken charge.
CARTESIAN COORDINATES (ANGSTROEM)
O (2.211, -2.476, 0.217)  -0.63
N (1.076, -0.614, 0.369)  -0.16
C (0.282, 0.564, -0.007)  0.43
C (0.719, 1.790, 0.792)  -1.50
C (-1.749, -0.766, -0.795)  -1.21
C (1.648, -1.571, -0.384)  0.07
C (-1.233, 0.334, 0.125)  -0.52
H (1.346, -1.038, 1.273)  0.21
H (-2.828, -0.912, -0.684)  0.37
H (0.172, 2.686, 0.471)  0.38
H (-1.554, -0.515, -1.845)  0.30
H (-1.460, 0.102, 1.174)  0.32
H (0.496, 0.748, -1.073)  0.23
H (-1.259, -1.719, -0.578)  0.30
H (1.583, -1.499, -1.478)  0.35
H (0.512, 1.634, 1.856)  0.34
H (1.790, 1.975, 0.676)  0.39
H (-1.751, 1.276, -0.106)  0.31

=====

# 3
This record from OMol25 describes an isolated molecule of C3H4ClFS at a distorted geometry. The level of theory is the ωB97M-V functional and the def2-TZVPD basis.

The SMILES is CC(=S)[C@H](F)Cl. Its molar mass is 126.6 g/mol. Its multiplicity is 1. The net charge is 0. For the energy above the lowest of the compared OMol25 structures with the same formula, charge and spin, the calculation gives 99.76 kJ/mol. The LUMO energy comes out at -0.0355 Ha.

Each line ends with the Mulliken charge.
CARTESIAN COORDINATES (ANGSTROEM)
Cl (-2.116, 0.112, -0.177)  -0.22
S (2.157, -0.214, -0.132)  -0.18
F (-0.219, -1.691, -0.007)  -0.21
C (0.278, 1.868, 0.104)  -1.21
C (-0.428, -0.460, 0.465)  0.27
C (0.659, 0.382, -0.025)  0.12
H (1.155, 2.227, -0.333)  0.33
H (0.264, 2.070, 1.155)  0.32
H (-0.554, -0.452, 1.548)  0.28
H (-0.503, 2.168, -0.456)  0.48

=====

# 4
This record from OMol25 describes a cluster of 10 separate species, C33H87NO11 in total at a distorted geometry. The level of theory is the ωB97M-V functional and the def2-TZVPD basis.

The SMILES is COCCNCCOC.CC(C)O.CC(C)O.CC(C)O.CC(C)O.CC(C)O.CC(C)O.CC(C)O.CC(C)O.CC(C)O. Its molar mass is 674.1 g/mol. Its multiplicity is 1. The net charge is 0. For the energy above the lowest of the compared OMol25 structures with the same formula, charge and spin, the calculation gives 266.35 kJ/mol. The LUMO energy comes out at 0.0169 Ha.

Each line ends with the Mulliken charge.
CARTESIAN COORDINATES (ANGSTROEM)
O (17.739, 1.043, -0.259)  -0.58
O (20.317, 4.959, 3.144)  -0.58
O (20.112, 2.438, -7.279)  -0.48
O (16.166, -5.010, -1.788)  -0.56
O (7.629, 1.407, -1.549)  -0.30
O (13.166, 3.600, -2.298)  -0.43
O (19.139, 6.112, -4.073)  -0.61
O (13.929, -1.571, -6.266)  -0.53
O (10.776, -0.607, -2.474)  -0.37
O (18.588, 4.157, -5.631)  -0.44
O (20.990, 0.254, -0.265)  -0.47
N (10.460, 2.235, -1.339)  -0.21
C (15.081, 4.901, -2.243)  -0.81
C (23.421, -0.011, -0.732)  -1.47
C (15.323, -1.703, -6.074)  0.61
C (22.363, 3.762, 3.153)  -1.29
C (21.125, 5.398, -2.968)  -0.99
C (20.974, 4.019, 2.441)  0.66
C (15.669, 0.752, -1.230)  -1.13
C (17.775, 5.284, -7.618)  -1.22
C (12.706, 5.863, -1.988)  -1.40
C (14.363, -4.492, -3.189)  -1.23
C (14.628, -3.616, -0.885)  -1.54
C (11.816, 0.260, -2.036)  -0.45
C (19.340, 6.687, -1.847)  -1.55
C (13.661, 4.721, -1.659)  0.59
C (20.353, 1.255, -5.319)  -1.00
C (22.051, 0.989, -7.275)  -1.33
C (17.839, 1.339, -2.517)  -0.32
C (19.691, 5.609, -2.818)  1.90
C (15.672, -0.836, -4.892)  -0.98
C (22.207, 0.951, -0.307)  0.78
C (9.419, 2.786, -0.451)  -0.85
C (11.105, -1.280, -3.653)  -0.50
C (6.578, 0.472, -1.526)  -0.83
C (8.158, 2.021, -0.365)  -0.67
C (15.933, -1.199, -7.361)  -1.41
C (21.135, 1.967, -6.397)  0.73
C (17.358, 4.641, -6.234)  0.48
C (20.134, 2.716, 2.428)  -0.80
C (16.441, 3.411, -6.423)  -1.30
C (11.075, 1.046, -0.838)  -0.76
C (16.967, 1.526, -1.316)  1.42
C (14.800, -4.811, -1.788)  0.76
C (22.058, 2.088, -1.369)  -0.54
H (8.239, 1.230, 0.381)  0.40
H (17.454, 1.914, -3.359)  -0.25
H (15.033, -1.088, -4.045)  0.18
H (19.508, 7.745, -2.050)  0.35
H (21.583, 4.921, -2.102)  0.31
H (16.741, 2.636, -7.128)  0.37
H (10.035, 2.073, -2.241)  0.28
H (14.123, -5.604, -1.471)  0.16
H (21.547, 0.658, -8.183)  0.41
H (16.617, -1.141, -4.442)  0.43
H (15.317, 5.954, -2.087)  0.40
H (16.457, -5.058, -0.874)  0.34
H (19.656, 1.944, -4.841)  0.01
H (23.076, 2.454, -1.502)  0.56
H (16.757, 2.591, -1.220)  -0.31
H (22.840, 2.906, 2.676)  0.29
H (18.649, 1.326, -0.374)  0.23
H (12.756, 6.316, -2.978)  0.28
H (11.839, -2.067, -3.480)  0.02
H (5.716, 0.930, -1.042)  0.35
H (22.286, 0.182, -6.582)  0.32
H (23.166, -0.311, -1.749)  0.40
H (16.819, 5.469, -8.108)  0.40
H (12.266, 0.849, -2.835)  0.45
H (10.333, 0.398, -0.371)  0.42
H (21.197, 4.366, 1.432)  0.05
H (6.725, -0.335, -0.807)  0.32
H (15.723, 4.282, -1.616)  -0.03
H (16.213, 2.907, -5.484)  0.07
H (6.428, -0.053, -2.470)  0.27
H (20.982, 0.859, -4.521)  0.29
H (15.103, 1.031, -0.342)  0.45
H (9.899, 2.952, 0.513)  0.32
H (11.786, 1.303, -0.053)  0.44
H (19.085, 5.312, -4.601)  0.35
H (13.712, -1.845, -7.160)  0.31
H (16.804, 5.273, -5.541)  0.35
H (14.911, -3.822, 0.147)  0.38
H (21.376, 4.660, -3.730)  -0.05
H (11.676, 5.518, -1.896)  0.35
H (15.804, -0.327, -1.310)  0.06
H (15.444, 3.611, -6.817)  0.52
H (22.256, 1.403, 0.683)  -0.24
H (21.752, 6.201, -3.354)  0.33
H (11.307, -0.551, -4.438)  0.35
H (21.667, 1.886, -2.367)  -0.13
H (18.396, 4.604, -8.200)  0.16
H (23.560, -0.850, -0.050)  0.38
H (18.894, 3.457, -6.213)  0.17
H (15.623, -1.717, -8.268)  0.40
H (23.008, 1.474, -7.469)  0.34
H (7.472, 2.702, 0.139)  0.46
H (15.408, -2.922, -1.196)  0.47
H (12.243, 3.391, -2.135)  0.16
H (15.663, 0.254, -4.912)  0.29
H (13.372, -4.049, -3.288)  0.20
H (17.856, 0.336, -2.943)  0.02
H (20.308, 2.022, -8.122)  0.19
H (13.716, 4.426, -0.611)  0.27
H (19.773, 6.607, -0.850)  0.34
H (15.535, -2.747, -5.841)  0.09
H (15.085, 1.138, -2.065)  0.25
H (15.476, -0.220, -7.504)  0.40
H (13.661, -3.114, -0.841)  0.35
H (18.791, 1.840, -2.341)  0.11
H (12.899, 6.645, -1.253)  0.41
H (20.092, 4.662, 4.028)  0.36
H (20.233, 2.073, 3.303)  0.36
H (15.189, 4.575, -3.277)  0.23
H (19.102, 2.862, 2.109)  0.39
H (22.987, 4.574, 2.779)  0.39
H (20.602, 2.111, 1.651)  -0.17
H (18.324, 6.597, -1.463)  0.28
H (19.797, 0.410, -5.724)  0.35
H (18.393, 6.171, -7.479)  0.36
H (20.996, -0.497, -0.863)  0.32
H (21.414, 2.886, -1.000)  0.01
H (19.148, 4.707, -2.536)  -0.44
H (9.206, 3.694, -1.016)  0.40
H (14.100, -5.333, -3.831)  0.44
H (17.004, -1.073, -7.200)  0.30
H (22.463, 3.754, 4.239)  0.35
H (21.692, 2.763, -5.903)  0.07
H (10.201, -1.847, -3.872)  0.29
H (24.378, 0.510, -0.720)  0.39
H (12.558, -0.400, -1.588)  0.16
H (15.004, -3.847, -3.791)  0.15

=====

# 5
This record from OMol25 describes a cluster of 11 separate species, H22O11 in total at a distorted geometry. The level of theory is the ωB97M-V functional and the def2-TZVPD basis.

The SMILES is O.O.O.O.O.O.O.O.O.O.O. Its molar mass is 198.2 g/mol. Its multiplicity is 1. The net charge is 0. For the energy above the lowest of the compared OMol25 structures with the same formula, charge and spin, the calculation gives 393.96 kJ/mol. The LUMO energy comes out at -0.0048 Ha.

Each line ends with the Mulliken charge.
CARTESIAN COORDINATES (ANGSTROEM)
O (1.556, 2.096, -1.552)  -0.50
O (2.590, 2.510, 0.780)  -0.54
O (-0.341, 2.759, 0.565)  -0.52
O (1.583, -2.334, 0.773)  -0.54
O (4.198, -0.929, 4.319)  -0.63
O (-0.275, -0.797, 1.040)  -0.62
O (-3.594, 2.823, 0.411)  -0.59
O (1.679, -0.617, -3.268)  -0.59
O (-2.337, -0.327, -3.966)  -0.60
O (-3.521, -4.027, 1.557)  -0.64
O (-1.836, -1.381, -0.570)  -0.59
H (1.981, 2.820, -2.025)  0.29
H (-1.451, -0.695, -4.052)  0.31
H (-3.835, -4.077, 0.647)  0.31
H (1.172, 0.137, -3.589)  0.29
H (-0.926, -1.689, -0.643)  0.33
H (2.496, -2.601, 0.925)  0.26
H (-1.751, -0.443, -0.366)  0.31
H (4.436, -1.342, 3.482)  0.31
H (0.600, -0.667, 1.421)  0.28
H (3.593, -1.558, 4.728)  0.32
H (-2.201, 0.626, -4.010)  0.30
H (2.274, -0.237, -2.612)  0.34
H (-0.237, -0.331, 0.197)  0.27
H (-1.204, 3.040, 0.889)  0.17
H (1.280, 1.490, -2.249)  0.18
H (-2.797, 2.787, 0.951)  0.31
H (3.453, 2.936, 0.832)  0.27
H (2.579, 1.910, 1.534)  0.27
H (-0.273, 3.168, -0.306)  0.30
H (-3.573, -3.089, 1.771)  0.32
H (1.101, -3.167, 0.718)  0.30
H (-4.313, 2.782, 1.052)  0.32

=====

# 6
This record from OMol25 describes a structure of composition CNaO3 at a distorted geometry. The level of theory is the ωB97M-V functional and the def2-TZVPD basis.

Its molar mass is 83.0 g/mol. Its multiplicity is 2. The net charge is 0. The LUMO energy (spin up / spin down) comes out at -0.0580 / -0.0570 Ha.

Each line ends with the Löwdin spin population.
CARTESIAN COORDINATES (ANGSTROEM)
Na (2.115, -1.081, -0.167)  -0.01
O (-0.767, 1.432, -0.214)  0.33
O (-0.876, -0.115, 1.052)  0.45
O (-0.019, -0.560, -0.739)  0.22
C (-0.453, 0.324, 0.068)  0.01

=====

# 7
This record from OMol25 describes an isolated molecule of C5H8O. The level of theory is the ωB97M-V functional and the def2-TZVPD basis.

The SMILES is CC1(C=O)CC1. Its molar mass is 84.1 g/mol. Its multiplicity is 1. The net charge is 0. For the energy above the lowest of the compared OMol25 structures with the same formula, charge and spin, the calculation gives 134.91 kJ/mol. The LUMO energy comes out at 0.0366 Ha.

Each line ends with the Mulliken charge.
CARTESIAN COORDINATES (ANGSTROEM)
O (-1.221, 2.120, -0.326)  -0.47
C (-0.400, 1.333, -0.729)  -0.38
C (-0.394, -1.225, -0.645)  -0.79
C (1.380, 0.353, 0.613)  -1.35
C (-1.094, -0.723, 0.589)  -0.71
C (0.014, 0.081, -0.014)  1.25
H (-0.921, -1.201, -1.598)  0.26
H (0.185, 1.528, -1.656)  0.38
H (1.309, 0.501, 1.695)  0.30
H (1.775, 1.294, 0.203)  0.39
H (-0.937, -1.263, 1.518)  0.26
H (0.266, -2.082, -0.526)  0.28
H (2.126, -0.418, 0.399)  0.35
H (-2.089, -0.299, 0.476)  0.23

=====

# 8
This record from OMol25 describes a structure of composition C4H24B2CrO4 at a distorted geometry. The level of theory is the ωB97M-V functional and the def2-TZVPD basis.

Its molar mass is 209.9 g/mol. Its multiplicity is 4. The net charge is +1. For the energy above the lowest of the compared OMol25 structures with the same formula, charge and spin, the calculation gives 0.00 kJ/mol. The LUMO energy (spin up / spin down) comes out at -0.1884 / -0.1487 Ha.

Each line ends with the Löwdin spin population.
CARTESIAN COORDINATES (ANGSTROEM)
Cr (30.930, -20.636, 15.010)  2.78
O (31.644, -22.075, 13.558)  0.01
O (31.444, -19.419, 13.266)  0.00
O (30.418, -20.870, 17.063)  0.01
O (29.930, -18.791, 15.404)  0.00
C (30.465, -17.470, 15.575)  0.00
C (30.873, -19.263, 11.955)  0.00
C (30.958, -22.880, 12.579)  0.00
C (30.908, -20.191, 18.227)  0.00
B (28.894, -21.321, 14.525)  0.05
B (32.958, -20.367, 15.648)  0.07
H (31.554, -19.639, 11.193)  0.00
H (33.946, -20.155, 16.198)  0.00
H (29.939, -19.820, 11.902)  0.00
H (30.255, -17.094, 16.578)  0.00
H (32.214, -18.837, 13.278)  0.00
H (31.682, -23.253, 11.854)  0.00
H (31.402, -19.249, 17.995)  0.00
H (32.502, -21.373, 15.930)  0.02
H (28.157, -21.947, 13.896)  0.00
H (33.133, -20.330, 14.503)  0.02
H (32.493, -22.523, 13.666)  0.00
H (30.392, -23.695, 13.026)  0.00
H (28.357, -20.678, 15.325)  0.01
H (30.259, -22.299, 11.979)  0.00
H (31.737, -20.778, 18.640)  0.00
H (30.008, -16.778, 14.865)  0.00
H (29.755, -21.494, 17.388)  0.00
H (29.512, -20.685, 13.807)  0.00
H (30.589, -18.229, 11.756)  0.00
H (30.195, -20.034, 19.033)  0.00
H (31.540, -17.443, 15.421)  0.00
H (28.989, -18.736, 15.614)  0.00
H (29.593, -22.069, 15.029)  0.02
H (32.168, -19.583, 15.908)  0.00